(1)
{
  "formula": "C7H13N2O",
  "method": "ωB97M-V/def2-TZVPD",
  "symbols": ["C", "C", "C", "C", "C", "C", "C", "N", "N", "O", "H", "H", "H", "H", "H", "H", "H", "H", "H", "H", "H", "H", "H"],
  "xyz": [[-2.24888, -0.46291, -0.30915], [-3.06754, 1.41648, -1.17421], [0.21399, 0.21605, -1.63125], [-1.21383, 0.34289, -2.34059], [1.78412, -2.30974, 0.08890], [0.69534, -0.55898, 1.59728], [1.16663, -0.89490, 0.14163], [0.12244, -0.87888, -0.78966], [-2.30227, 0.39501, -1.29190], [-2.75385, -1.24899, 0.36303], [-2.81694, 2.25272, -1.74321], [-4.13843, 1.42050, -0.86074], [0.98478, 0.14956, -2.32243], [0.43307, 1.13747, -0.96270], [-1.24531, 1.03813, -3.12996], [-1.45126, -0.57394, -2.75212], [1.18147, -3.11339, 0.56333], [1.64567, -2.59889, -0.92010], [2.78607, -2.27261, 0.46469], [1.51853, -0.75278, 2.24165], [-0.03547, -1.19642, 1.96408], [0.49161, 0.45587, 1.72543], [1.97109, -0.10327, -0.05425]],
  "forces_ev_per_angstrom": [[2.016, -3.155, 1.041], [-4.044, 2.391, -0.213], [-3.692, 2.111, 1.504], [2.219, -0.511, 2.490], [-1.393, -0.098, 0.457], [1.613, -0.573, -1.286], [1.155, -0.104, 2.082], [-1.267, 0.113, 0.213], [2.067, 0.426, -1.504], [-0.362, 0.541, 0.131], [0.525, 1.253, -0.871], [1.221, -0.538, 0.604], [1.500, -0.107, -1.705], [-0.262, -0.718, -1.136], [-0.710, 1.529, -0.310], [0.043, -2.182, -1.206], [0.274, 0.873, 0.490], [1.016, -0.391, -1.280], [0.580, -0.306, -0.047], [1.059, -0.147, 0.453], [-1.843, -1.071, 0.287], [-0.792, 1.695, 0.029], [-0.923, -1.029, -0.222]],
  "lowdin_charge": [-0.134, 0.152, -0.180, -0.001, -0.027, -0.017, -0.452, 0.052, -0.071, 0.304, 0.090, 0.147, 0.122, 0.169, 0.127, 0.112, 0.103, 0.059, 0.084, 0.081, 0.060, 0.059, 0.160],
  "e_homo_ev": [-12.33, -11.03],
  "total_charge": 1,
  "total_energy_ev": -12483.199,
  "lumo_energy_ev": [-6.029, -7.818],
  "homo_lumo_gap_ev": [6.302, 3.214],
  "multiplicity": 1
}

(2)
{
  "formula": "C7H13N2O",
  "method": "ωB97M-V/def2-TZVPD",
  "symbols": ["C", "C", "N", "C", "C", "O", "N", "C", "C", "C", "H", "H", "H", "H", "H", "H", "H", "H", "H", "H", "H", "H", "H"],
  "xyz": [[-2.98206, 0.81512, -0.26781], [-2.14524, -0.28120, 0.40608], [-0.81731, -0.20105, -0.24591], [-0.28928, 1.21039, -0.10107], [1.17459, 1.09075, -0.01737], [2.05686, 1.87329, 0.18517], [1.46406, -0.38274, -0.01908], [2.75467, -0.81192, 0.54121], [2.46243, -0.92173, -0.95619], [0.17425, -0.99045, 0.28842], [-2.84277, 0.78534, -1.35831], [-3.90035, 0.50401, 0.02400], [-2.71817, 1.90493, 0.14403], [-1.95291, -0.15944, 1.37797], [-2.48713, -1.29040, 0.11266], [-0.73537, 1.69710, 0.74783], [-0.48957, 1.87377, -1.05384], [2.56250, -1.61507, 1.24407], [3.43606, -0.11471, 0.80328], [2.73875, -0.00530, -1.50382], [2.33467, -1.86066, -1.46002], [-0.04073, -1.23647, 1.40891], [0.24205, -1.88356, -0.30020]],
  "forces_ev_per_angstrom": [[2.954, 1.797, 0.779], [0.951, -0.488, -5.645], [0.038, 3.868, -1.164], [-1.001, 0.106, -2.864], [1.532, 1.104, 1.147], [-1.097, -0.926, -0.703], [-0.492, 1.457, 0.999], [-2.204, -2.649, -2.001], [0.695, 1.376, 1.169], [0.224, -3.425, 1.815], [-0.204, -0.015, 0.455], [-3.472, 0.066, 0.393], [-0.880, -2.486, -0.904], [-0.079, 0.354, 4.263], [-0.370, 0.493, 0.637], [0.225, 0.514, 0.540], [0.101, -1.234, 1.818], [0.485, -0.363, -0.436], [1.626, 2.546, 1.019], [0.760, -1.113, -0.178], [-0.514, -0.135, -0.079], [1.142, 0.441, -1.416], [-0.421, -1.288, 0.353]],
  "lowdin_charge": [-0.056, -0.188, -0.146, -0.048, -0.293, 0.210, -0.125, 0.062, 0.073, -0.160, 0.098, 0.035, 0.128, 0.075, 0.146, 0.131, 0.195, 0.148, 0.094, 0.151, 0.138, 0.189, 0.142],
  "e_homo_ev": -13.48,
  "total_charge": 1,
  "total_energy_ev": -12487.610,
  "lumo_energy_ev": -3.833,
  "homo_lumo_gap_ev": 9.643,
  "multiplicity": 1
}

(3)
{
  "formula": "C7H13N2O2",
  "method": "ωB97M-V/def2-TZVPD",
  "symbols": ["H", "N", "N", "O", "C", "O", "C", "C", "C", "C", "C", "C", "H", "H", "H", "H", "H", "H", "H", "H", "H", "H", "H", "H"],
  "xyz": [[2.85511, 2.20313, 3.13914], [2.00900, 1.59016, 3.18157], [1.53058, 1.12409, 2.17939], [2.20247, 1.40472, 1.05540], [1.17591, 1.14388, -0.08295], [1.12513, 1.97893, -0.95042], [0.61457, -0.09858, 0.09012], [1.11238, -1.18756, 1.05248], [-0.69705, -0.29015, -0.72344], [-0.49828, -0.56572, -2.18818], [-1.58792, -1.34937, -0.15937], [-1.51035, 1.01332, -0.59548], [1.47785, -2.04428, 0.42242], [0.31910, -1.63310, 1.72542], [1.95225, -0.84673, 1.62124], [0.00603, -1.49631, -2.36411], [0.21764, 0.10551, -2.68099], [-1.41238, -0.35996, -2.84600], [-1.72930, -0.96625, 0.79248], [-1.32945, -2.47345, -0.19760], [-2.57551, -1.41001, -0.69647], [-2.28147, 1.15185, -1.41871], [-0.85612, 1.91428, -0.72403], [-2.12017, 1.09160, 0.36806]],
  "forces_ev_per_angstrom": [[-0.277, -0.521, -1.098], [0.326, 0.675, 3.055], [0.190, 0.729, -0.221], [-0.364, 0.573, -0.987], [1.122, -2.995, 0.905], [0.227, 1.702, -0.620], [-0.857, -0.137, -0.158], [-1.065, -0.892, -1.483], [0.369, 0.734, -0.396], [0.285, 1.409, -2.234], [-1.163, -2.621, -1.637], [-1.441, 1.576, -0.209], [-0.227, 0.357, 0.522], [0.787, 0.666, -0.458], [0.234, -0.182, 0.295], [-0.371, -1.074, -0.098], [0.048, 0.455, 0.583], [0.751, -1.003, 1.031], [-0.794, -0.278, 2.380], [0.554, 1.782, 0.355], [0.659, 0.647, 0.389], [0.637, -0.546, 0.694], [-0.690, -0.882, 0.383], [1.060, -0.173, -0.992]],
  "lowdin_charge": [0.052, 0.028, -0.180, -0.084, -0.495, -0.013, -0.206, -0.100, -0.592, -0.090, -0.114, -0.084, 0.070, 0.072, 0.031, 0.063, 0.073, 0.092, 0.041, 0.105, 0.088, 0.079, 0.071, 0.094],
  "e_homo_ev": -2.61,
  "total_charge": -1,
  "total_energy_ev": -14542.223,
  "lumo_energy_ev": 3.712,
  "homo_lumo_gap_ev": 6.320,
  "multiplicity": 1
}

(4)
{
  "formula": "C7H13N2OP3",
  "method": "ωB97M-V/def2-TZVPD",
  "symbols": ["C", "N", "P", "C", "C", "C", "C", "C", "C", "H", "H", "H", "H", "H", "H", "H", "H", "H", "H", "H", "H", "H", "P", "N", "P", "O"],
  "xyz": [[-1.78601, 1.61579, -0.97686], [-2.20485, 0.49145, -0.14137], [-3.62510, -0.27921, -0.67690], [-1.14675, -0.28671, 0.55287], [-0.26061, 0.56264, 1.41032], [0.97140, 0.18498, 1.75409], [1.47629, -1.09807, 1.26397], [0.83480, -1.77674, 0.28109], [-0.35265, -1.13175, -0.41406], [-1.17643, 1.44758, -1.92667], [-2.72866, 2.11384, -1.29936], [-1.11049, 2.30585, -0.49684], [-3.78653, -1.26907, 0.34275], [-3.19194, -1.46064, -1.34373], [-1.59227, -0.82340, 1.32299], [-0.53778, 1.44533, 2.00637], [1.67280, 0.79114, 2.31379], [2.33095, -1.32026, 1.93491], [1.09761, -2.75160, -0.12774], [-1.00981, -2.01780, -0.86291], [0.03009, -0.58157, -1.30161], [2.28881, 2.26758, -1.88042], [1.90208, 1.94230, -0.56947], [2.88559, 0.74329, -0.28101], [3.86101, -0.59506, -0.78306], [5.15845, -0.51988, -0.10115]],
  "forces_ev_per_angstrom": [[-0.219, 0.130, -1.376], [0.834, -0.169, 0.230], [-0.284, -0.858, 0.238], [0.183, 2.163, -1.452], [1.221, 1.621, 1.148], [-0.341, -0.717, -1.310], [-0.072, -0.421, 0.579], [0.432, 0.389, 0.590], [-0.338, -2.486, -0.673], [-0.891, -0.759, 0.710], [0.834, 0.005, 0.204], [-0.244, 0.344, 0.964], [-0.149, 0.773, 0.538], [0.339, 0.242, -0.812], [-1.434, -1.851, 0.900], [-0.899, -0.162, -0.967], [-0.402, 0.024, 0.363], [-0.270, -1.096, -1.222], [0.438, 0.216, 0.428], [1.175, 2.009, 0.951], [-0.354, 0.096, 0.457], [0.100, 0.246, -0.827], [1.015, -0.949, 0.669], [0.132, -0.143, -0.793], [-0.950, 1.356, 0.468], [0.145, -0.001, -0.006]],
  "lowdin_charge": [-0.202, -0.467, 0.812, -0.381, -0.105, -0.195, -0.174, -0.121, -0.164, 0.081, 0.063, 0.030, -0.099, -0.135, 0.119, 0.125, 0.101, 0.114, 0.099, 0.137, 0.107, -0.163, 0.842, -0.625, 0.712, -0.509],
  "e_homo_ev": -8.45,
  "total_charge": 0,
  "total_energy_ev": -40360.365,
  "lumo_energy_ev": -1.257,
  "homo_lumo_gap_ev": 7.195,
  "multiplicity": 1
}

(5)
{
  "formula": "C7H13N2S",
  "method": "ωB97M-V/def2-TZVPD",
  "symbols": ["C", "C", "C", "C", "C", "C", "C", "N", "N", "S", "H", "H", "H", "H", "H", "H", "H", "H", "H", "H", "H", "H", "H"],
  "xyz": [[-0.34869, 0.13229, 1.27103], [-1.11557, 0.81315, 0.38932], [0.90220, -1.59750, 0.07172], [-2.30890, 1.45930, 1.05288], [2.17108, -2.26370, -0.27658], [1.84699, -0.44817, 1.95457], [-1.21858, 0.90129, -3.35375], [0.75276, -0.74506, 1.03851], [-0.97462, 0.77650, -0.96938], [-2.15571, 1.31178, -1.87204], [-0.40100, 0.37476, 2.39146], [-3.11768, 1.35509, 0.48347], [-2.56466, 1.14244, 2.03967], [-2.09498, 2.44066, 1.14387], [2.70504, -1.61112, -0.96712], [2.81179, -2.41634, 0.59551], [1.82839, -3.13138, -0.73940], [1.66255, 0.37489, 2.74315], [1.96594, -1.22396, 2.68155], [2.79180, -0.29943, 1.49432], [-1.72840, 0.27827, -4.02510], [-0.21818, 0.57588, -3.12705], [-1.19157, 1.80036, -4.02063]],
  "forces_ev_per_angstrom": [[0.427, 0.206, 2.096], [-1.061, -0.989, 0.227], [0.685, 1.946, 2.049], [2.744, -1.415, 1.147], [-0.686, 1.365, 0.365], [0.328, 0.828, 3.153], [-0.457, 2.619, -1.593], [-0.520, 0.303, -1.793], [1.191, -0.823, 2.884], [0.271, -0.213, -1.500], [-0.316, -0.523, -2.032], [-3.451, -0.441, -2.387], [0.203, -0.713, 0.579], [0.463, 3.628, 0.139], [0.027, -0.078, -0.286], [-0.245, -0.266, 0.005], [0.392, -1.879, -0.939], [-0.168, -0.658, -2.136], [0.101, -1.261, 0.009], [0.544, 0.331, -0.746], [-0.866, -1.645, -0.375], [0.018, -0.093, 0.298], [0.376, -0.228, 0.836]],
  "lowdin_charge": [-0.041, -0.383, 0.149, -0.040, -0.013, -0.017, -0.325, -0.102, -0.322, 1.021, 0.156, 0.011, 0.096, 0.065, 0.116, 0.104, 0.069, 0.141, 0.102, 0.094, 0.019, 0.038, 0.061],
  "e_homo_ev": [-12.87, -11.32],
  "total_charge": 1,
  "total_energy_ev": -21273.096,
  "lumo_energy_ev": [-4.994, -5.913],
  "homo_lumo_gap_ev": [7.872, 5.410],
  "multiplicity": 1
}

Repeat the third record exactly.
{
  "formula": "C7H13N2O2",
  "method": "ωB97M-V/def2-TZVPD",
  "symbols": ["H", "N", "N", "O", "C", "O", "C", "C", "C", "C", "C", "C", "H", "H", "H", "H", "H", "H", "H", "H", "H", "H", "H", "H"],
  "xyz": [[2.85511, 2.20313, 3.13914], [2.00900, 1.59016, 3.18157], [1.53058, 1.12409, 2.17939], [2.20247, 1.40472, 1.05540], [1.17591, 1.14388, -0.08295], [1.12513, 1.97893, -0.95042], [0.61457, -0.09858, 0.09012], [1.11238, -1.18756, 1.05248], [-0.69705, -0.29015, -0.72344], [-0.49828, -0.56572, -2.18818], [-1.58792, -1.34937, -0.15937], [-1.51035, 1.01332, -0.59548], [1.47785, -2.04428, 0.42242], [0.31910, -1.63310, 1.72542], [1.95225, -0.84673, 1.62124], [0.00603, -1.49631, -2.36411], [0.21764, 0.10551, -2.68099], [-1.41238, -0.35996, -2.84600], [-1.72930, -0.96625, 0.79248], [-1.32945, -2.47345, -0.19760], [-2.57551, -1.41001, -0.69647], [-2.28147, 1.15185, -1.41871], [-0.85612, 1.91428, -0.72403], [-2.12017, 1.09160, 0.36806]],
  "forces_ev_per_angstrom": [[-0.277, -0.521, -1.098], [0.326, 0.675, 3.055], [0.190, 0.729, -0.221], [-0.364, 0.573, -0.987], [1.122, -2.995, 0.905], [0.227, 1.702, -0.620], [-0.857, -0.137, -0.158], [-1.065, -0.892, -1.483], [0.369, 0.734, -0.396], [0.285, 1.409, -2.234], [-1.163, -2.621, -1.637], [-1.441, 1.576, -0.209], [-0.227, 0.357, 0.522], [0.787, 0.666, -0.458], [0.234, -0.182, 0.295], [-0.371, -1.074, -0.098], [0.048, 0.455, 0.583], [0.751, -1.003, 1.031], [-0.794, -0.278, 2.380], [0.554, 1.782, 0.355], [0.659, 0.647, 0.389], [0.637, -0.546, 0.694], [-0.690, -0.882, 0.383], [1.060, -0.173, -0.992]],
  "lowdin_charge": [0.052, 0.028, -0.180, -0.084, -0.495, -0.013, -0.206, -0.100, -0.592, -0.090, -0.114, -0.084, 0.070, 0.072, 0.031, 0.063, 0.073, 0.092, 0.041, 0.105, 0.088, 0.079, 0.071, 0.094],
  "e_homo_ev": -2.61,
  "total_charge": -1,
  "total_energy_ev": -14542.223,
  "lumo_energy_ev": 3.712,
  "homo_lumo_gap_ev": 6.320,
  "multiplicity": 1
}